[1]
Formula: C36H114N6O24
Source: the OMol25 dataset
Level of theory: the ωB97M-V functional and the def2-TZVPD basis

The geometry in ORCA input format:
```
! wB97M-V def2-TZVPD RIJCOSX def2/J DEFGRID3
* xyz 0 1
C 11.4457 -18.7461 10.3748
O 10.4556 -17.9997 9.7070
C 9.8554 -18.6085 8.5861
C 8.9736 -19.8169 8.8735
N 9.7592 -21.0101 9.1983
C 9.0415 -21.8624 10.1726
C 9.8584 -23.0988 10.4903
O 9.1202 -23.9180 11.3580
C 9.6414 -25.1998 11.4987
H 11.0001 -19.6085 10.8896
H 11.8604 -18.1229 11.1641
H 12.2085 -19.1771 9.7203
H 10.5820 -18.7630 7.7812
H 9.1416 -17.8378 8.2673
H 8.2993 -19.9503 8.0189
H 8.3520 -19.5725 9.7393
H 9.7767 -21.6212 8.3798
H 8.0338 -22.1218 9.8343
H 9.0354 -21.2879 11.1059
H 10.8385 -22.8264 10.9157
H 10.1882 -23.6211 9.5688
H 9.3511 -25.8851 10.6891
H 9.3000 -25.6221 12.4446
H 10.7408 -25.2472 11.5329
C 7.1419 -12.9161 -4.0836
O 7.8958 -12.2225 -3.1276
C 7.1372 -11.8026 -2.0263
C 8.0367 -11.0858 -1.0356
N 9.0775 -11.9579 -0.4895
C 9.7485 -11.4454 0.6984
C 10.5643 -10.2032 0.4421
O 9.7232 -9.0728 0.3063
C 10.4223 -7.9394 -0.1651
H 6.4621 -12.2988 -4.6876
H 6.5778 -13.7650 -3.6839
H 7.8503 -13.3644 -4.7833
H 6.5680 -12.5952 -1.5172
H 6.3801 -11.0515 -2.3146
H 7.4229 -10.7327 -0.1893
H 8.4667 -10.2353 -1.5590
H 8.6330 -12.8194 -0.1911
H 10.4232 -12.2049 1.1040
H 9.0358 -11.2633 1.5267
H 11.1876 -10.4150 -0.4370
H 11.2300 -10.0302 1.2995
H 10.6273 -8.0296 -1.2383
H 11.3500 -7.7501 0.3832
H 9.7515 -7.0915 -0.0228
C 5.4828 -19.9123 6.6672
O 5.8126 -18.5569 6.4211
C 4.8999 -17.8261 5.6454
C 4.8723 -16.4144 6.1972
N 3.8851 -15.5845 5.5116
C 3.7814 -14.2280 6.0525
C 3.1100 -13.3246 5.0077
O 2.8436 -12.0270 5.4717
C 2.0485 -11.9658 6.6233
H 4.6338 -20.0523 7.3394
H 6.4327 -20.3427 6.9659
H 5.1978 -20.3757 5.7096
H 3.8907 -18.2521 5.5646
H 5.2499 -17.7678 4.6003
H 5.8364 -15.9223 6.0782
H 4.6436 -16.4576 7.2728
H 2.9954 -16.0672 5.5613
H 4.7280 -13.7304 6.2751
H 3.2281 -14.2790 6.9969
H 2.1611 -13.7476 4.6502
H 3.8303 -13.2228 4.1977
H 1.2445 -12.7101 6.6012
H 1.6312 -10.9593 6.6905
H 2.6161 -12.0701 7.5576
C 8.8692 -18.9784 4.7524
O 9.6368 -17.8070 4.8703
C 10.6032 -17.5431 3.8815
C 10.0342 -17.2348 2.5070
N 9.7168 -15.8249 2.4076
C 9.1989 -15.4957 1.0573
C 7.7643 -15.0308 1.1835
O 7.1669 -14.5426 -0.0177
C 6.4324 -15.5612 -0.6884
H 9.4850 -19.8671 4.6376
H 8.0996 -18.9498 3.9733
H 8.3303 -19.0062 5.7029
H 11.2294 -18.4506 3.7785
H 11.3251 -16.8070 4.2352
H 9.1250 -17.8593 2.4047
H 10.7158 -17.5963 1.7393
H 9.0921 -15.5591 3.1554
H 9.2827 -16.3999 0.4483
H 9.8427 -14.7202 0.6264
H 7.6893 -14.2244 1.9215
H 7.1739 -15.8071 1.6892
H 6.2716 -15.2697 -1.7268
H 5.3968 -15.6712 -0.3127
H 6.8645 -16.5492 -0.5149
C 16.5930 -22.2956 -2.4246
O 15.2645 -22.5751 -2.0474
C 14.3174 -21.6403 -2.4799
C 13.1825 -21.6019 -1.4663
N 13.6067 -21.4277 -0.0805
C 14.3523 -20.1700 0.1300
C 14.2949 -19.7550 1.5894
O 14.7563 -18.4424 1.8037
C 13.8374 -17.4485 1.4371
H 16.7722 -22.3081 -3.5028
H 17.2061 -23.0449 -1.9293
H 16.8769 -21.3089 -2.0337
H 13.9366 -21.8478 -3.4887
H 14.7486 -20.6258 -2.5420
H 12.6785 -22.5747 -1.4915
H 12.4663 -20.8056 -1.6733
H 14.2738 -22.1646 0.1263
H 13.8841 -19.3380 -0.4103
H 15.3597 -20.3039 -0.2754
H 14.9472 -20.3890 2.1996
H 13.2739 -19.9131 1.9591
H 13.9064 -17.2204 0.3612
H 14.1829 -16.5432 1.9317
H 12.7832 -17.6201 1.6613
C 10.8185 -23.7873 0.9433
O 10.7402 -23.8486 2.3478
C 11.3282 -25.0464 2.8458
C 10.9051 -25.3559 4.2639
N 11.4835 -24.4505 5.2343
C 11.0188 -24.5805 6.6088
C 9.5674 -24.2690 6.8628
O 9.3289 -22.9011 6.4993
C 8.2667 -22.6958 5.6039
H 10.0916 -24.4499 0.4598
H 11.8254 -23.9833 0.5644
H 10.5730 -22.7666 0.6369
H 12.4215 -24.9166 2.8673
H 11.0863 -25.8833 2.1850
H 11.1867 -26.3839 4.5161
H 9.7948 -25.3468 4.2831
H 11.4325 -23.4990 4.8913
H 11.6244 -23.8928 7.2007
H 11.2583 -25.6041 6.9200
H 9.4132 -24.2478 7.9492
H 8.8720 -24.9675 6.3969
H 8.0938 -21.6157 5.5692
H 7.3630 -23.1924 5.9748
H 8.4752 -22.9724 4.5642
O 4.9675 -15.7029 2.7711
H 4.2918 -15.6025 3.4654
H 4.8762 -14.9201 2.2034
O 5.0642 -13.1455 1.4787
H 5.8570 -13.3832 0.9641
H 4.6890 -12.3896 1.0190
O 10.2983 -13.7328 4.4563
H 10.1786 -14.1831 5.3093
H 9.4039 -13.5436 4.1583
O 5.2394 -18.4622 1.4523
H 5.7001 -17.6899 1.8005
H 4.3163 -18.1955 1.4840
O 6.8432 -16.0963 -4.6269
H 7.0630 -16.5497 -3.8075
H 5.9831 -16.4462 -4.8775
O 8.1169 -19.0226 -0.8686
H 8.8942 -18.7945 -1.3876
H 7.4868 -19.3678 -1.5079
O 8.9471 -21.4072 2.7284
H 8.2902 -21.7728 2.1281
H 9.7253 -21.9655 2.6003
O 12.5419 -14.8149 2.9401
H 12.1745 -14.4324 3.7454
H 11.7685 -14.9925 2.3861
O 7.4832 -15.1838 4.2859
H 7.6831 -16.1176 4.4376
H 6.5182 -15.1463 4.2580
O 11.4834 -21.5256 4.3064
H 10.5391 -21.4794 4.4919
H 11.5543 -21.8585 3.4029
O 10.1854 -15.2806 6.8143
H 10.7806 -15.8420 7.3227
H 9.8042 -15.8892 6.1640
O 12.1493 -14.4283 -1.0985
H 11.8561 -13.9197 -1.8611
H 11.4988 -15.1310 -1.0164
*
```

Energy (eV): -97253.7679
E_LUMO (eV): -0.19
Highest occupied orbital energy (eV): -8.32

[2]
Formula: C5H13FSi
Source: the OMol25 dataset
Level of theory: the ωB97M-V functional and the def2-TZVPD basis

The geometry in ORCA input format:
```
! wB97M-V def2-TZVPD RIJCOSX def2/J DEFGRID3
* xyz 0 1
C 1.1209 1.2034 2.6490
C 0.0396 0.5624 -2.4748
C -0.7579 -2.3792 -1.1327
C 0.8668 0.1934 1.4977
C -0.3554 0.7850 0.8578
F -2.6354 -0.1800 -1.6487
Si -1.0687 -0.4995 -1.3467
H 1.1516 2.1651 2.3101
H 0.4325 1.0136 3.4601
H 2.1113 0.9437 3.0480
H 0.1171 0.1873 -3.5810
H -0.4015 1.5319 -2.4843
H 1.0303 0.3919 -2.1258
H 0.2164 -2.4684 -1.0922
H -1.3518 -2.6033 -0.2701
H -1.0595 -2.9076 -2.0592
H 1.5490 0.1857 0.6356
H 0.5640 -0.7489 1.7309
H -0.2641 1.7973 0.5034
H -1.3054 0.8262 1.5228
*
```

Energy relative to the best compared isomer or geometry (same formula, charge and spin) (kJ/mol): 260.6
Energy (eV): -15990.1700
E_LUMO (eV): 0.84
Highest occupied orbital energy (eV): -7.87

[3]
Formula: C4H20NO6S
Source: the OMol25 dataset
Level of theory: the ωB97M-V functional and the def2-TZVPD basis

The geometry in ORCA input format:
```
! wB97M-V def2-TZVPD RIJCOSX def2/J DEFGRID3
* xyz 0 2
O -1.4179 1.2078 2.4626
C -0.1816 1.4399 2.5292
C 0.7823 0.8165 1.5912
C 2.1101 1.5027 1.3861
C 3.0434 0.6643 0.6663
S 3.0438 -1.0458 1.0402
N -0.0947 0.6849 0.3590
H 0.2810 1.8385 3.6214
H 0.8239 -0.2757 2.1188
H 1.9190 2.4146 0.8666
H 2.3356 1.9007 2.3592
H 3.9814 1.3001 0.5757
H 2.6180 0.5829 -0.3597
H 3.6200 -1.3870 2.2716
H -0.9305 1.3533 0.3829
H -0.4739 -0.2109 0.0691
H 0.3701 0.9644 -0.4550
H -3.9096 -0.2839 -1.5248
H -2.8911 -0.2472 -2.4995
O -2.9857 -0.3786 -1.5699
H -1.4861 -2.4529 0.4553
H -0.0809 -2.5988 0.8543
O -0.6544 -1.9159 0.6975
H -2.8989 -3.9048 0.4573
H -2.2550 -3.8393 1.9916
O -2.1080 -3.9432 0.9636
H -0.3415 -1.6547 -4.6586
H -0.1319 -0.0884 -4.9539
O -0.2712 -0.7585 -4.3811
H -1.0186 2.2147 -2.5064
H -0.3939 3.4064 -2.7810
O -0.4031 2.6939 -2.0294
*
```

Energy relative to the best compared isomer or geometry (same formula, charge and spin) (kJ/mol): 244.2
Energy (eV): -29077.0075
E_LUMO (alpha / beta) (eV): -0.10 / -0.15
Highest occupied orbital energy (alpha / beta) (eV): -3.19 / -7.02
Expectation value of S²: 0.754